[1]
67
Properties=species:S:1:pos:R:3 method="wB97M-V/def2-TZVPD" lumo_ev=-5.62 orbital_gap_ev=4.836 total_charge=+1 largest_force_ev_per_a=4.814 de_lowest_ev=2.367 energy_ha=-1740.12218 homo_ev=-10.5
Pb 1.272 2.625 0.078
Sb -4.539 0.438 -3.114
Sb -0.695 -0.170 0.466
O -0.434 3.388 1.112
N 3.119 0.495 1.017
C 5.284 -0.499 0.605
C -2.404 0.908 1.142
C -0.358 -0.578 -5.204
C 2.653 0.392 4.605
C 2.526 -0.503 5.789
C -1.764 -1.056 -1.113
C 0.514 -0.323 -4.096
C -5.594 0.484 -4.883
C 0.989 3.559 3.790
C 3.299 0.137 3.468
C 3.087 -1.799 0.538
C 3.633 -0.357 -1.374
C 0.082 -0.491 -2.790
C 3.792 -0.496 0.289
C -6.113 -0.557 -1.989
C 2.946 0.897 2.261
C -1.176 -0.930 -2.531
C -3.559 -1.498 -3.495
C 2.169 1.763 4.566
C -1.549 -1.082 -4.925
C -1.984 -1.206 -3.623
C 2.158 2.065 2.210
C 1.842 2.469 3.481
C -0.817 -1.530 2.106
H -0.028 -2.264 2.270
H 4.356 -1.136 -1.756
H 2.993 -1.488 5.625
H -7.022 0.046 -1.793
H 5.809 0.413 0.076
H -2.225 -1.232 -5.740
H -3.066 0.119 1.602
H -0.065 -0.259 -6.184
H 2.009 -1.796 0.269
H -3.944 -1.860 -4.393
H -1.829 -2.067 2.105
H 1.520 -0.810 6.204
H 3.266 -2.050 1.592
H 0.757 -0.213 -1.984
H 0.672 4.272 3.003
H -0.970 -1.086 3.117
H 1.531 -0.002 -4.240
H -2.152 1.667 1.860
H -2.669 -0.491 -1.121
H -6.602 -1.413 -2.480
H -3.030 1.407 0.385
H -5.128 1.078 -5.683
H 5.471 -0.390 1.744
H -0.966 3.038 0.400
H 1.560 4.287 4.355
H 5.952 -1.381 0.365
H -5.562 -0.830 -1.071
H 3.909 0.625 -1.725
H 3.679 -2.695 0.099
H -2.028 -2.111 -0.872
H 1.908 2.114 5.455
H -3.726 -2.260 -2.700
H -6.585 0.977 -4.627
H 0.060 3.273 4.323
H 2.967 -0.016 6.666
H 2.675 -0.680 -1.605
H 3.877 -0.792 3.248
H -5.755 -0.538 -5.176

[2]
102
Properties=species:S:1:pos:R:3 method="wB97M-V/def2-TZVPD" lumo_ev="3.43 / 3.43" orbital_gap_ev="4.224 / 4.233" total_charge=-2 largest_force_ev_per_a=0.961 de_lowest_ev=3.237 energy_ha=-4185.88868 homo_ev="-0.8 / -0.8"
Cs 0.745 1.256 -1.155
Cl -3.192 6.259 -4.334
Cl -3.312 4.570 -1.673
Cl 0.219 2.573 -6.416
Cl -1.429 5.236 -6.729
Si -1.712 -2.012 -2.180
O 1.851 2.913 0.828
O -0.048 1.286 -3.830
O 0.278 -0.594 1.208
O -1.763 2.142 -1.730
N -0.521 3.993 1.957
N 2.963 -2.491 -0.487
N 3.969 0.876 0.907
N -1.168 0.126 3.770
C -1.645 2.800 -2.819
C 4.098 -1.488 1.423
C -1.511 -1.432 -5.011
C -3.341 -0.548 -0.472
C 0.425 -4.482 2.699
C -1.565 -3.553 -1.090
C 4.489 1.762 1.635
C 2.601 5.123 3.547
C 0.456 -5.907 3.190
C -0.766 2.338 -3.928
C 0.229 -2.854 -3.970
C -0.674 2.537 1.946
C -0.917 -1.248 3.886
C -2.337 4.010 -3.016
C -0.304 -2.129 2.985
C -2.046 -3.801 -4.377
C 1.719 -2.456 -0.218
C 0.479 4.711 2.417
C 0.319 -1.762 1.709
C 4.733 5.583 4.792
C -0.778 3.133 -5.094
C -2.045 0.616 2.709
C 2.454 3.339 1.809
C 4.695 -0.331 0.602
C -3.440 -1.243 -1.839
C -3.864 -0.199 -2.874
C 3.815 2.952 2.179
C -0.233 -3.493 3.396
C -1.275 -2.537 -3.977
C 1.814 4.354 2.650
C -1.967 2.138 2.646
C -4.508 -2.342 -1.758
C 1.083 -4.113 1.521
C 3.896 -2.764 0.607
C -1.511 4.326 -5.242
C 4.470 3.700 3.113
C 1.046 -2.804 1.057
C 3.906 4.818 3.791
C -2.288 4.774 -4.198
H 4.714 -1.683 2.306
H -3.099 0.567 -3.002
H -2.680 0.318 -0.539
H -2.572 -1.248 -5.176
H -1.655 -3.303 -0.031
H -3.084 0.289 2.863
H -0.596 -4.040 -1.218
H 3.114 -1.174 1.780
H -0.207 -6.035 4.048
H -1.080 -1.744 -5.973
H -2.981 -1.226 0.308
H 2.133 5.952 4.074
H -1.750 -4.113 -5.388
H 5.778 -0.229 0.785
H -5.485 -1.890 -1.541
H -0.762 2.120 0.947
H 3.546 -3.552 1.278
H 4.256 6.528 5.055
H -1.360 4.502 1.720
H -1.843 -4.634 -3.699
H 0.198 5.740 2.641
H 0.493 -3.612 -3.226
H 0.134 -6.607 2.415
H -1.033 -0.493 -4.716
H -4.088 -0.654 -3.840
H -1.688 0.188 1.774
H 0.532 -3.233 -4.955
H -1.162 -1.665 4.860
H -4.294 -3.061 -0.964
H 4.538 -0.547 -0.455
H -2.011 2.557 3.660
H -2.343 -4.284 -1.338
H -2.822 2.532 2.087
H 0.810 -1.952 -3.767
H -0.731 -3.757 4.327
H -4.603 -2.893 -2.699
H 1.071 -2.125 -1.035
H 1.461 -6.210 3.500
H 4.875 5.015 5.717
H 5.726 5.810 4.396
H -4.335 -0.186 -0.173
H -1.474 0.492 4.660
H 0.187 2.089 2.432
H -4.776 0.303 -2.526
H 4.842 -3.093 0.165
H 5.491 3.421 3.366
H -3.126 -3.629 -4.390
H 1.615 -4.860 0.937
H 5.533 1.653 1.988

[3]
8
Properties=species:S:1:pos:R:3 method="wB97M-V/def2-TZVPD" lumo_ev=-0.84 orbital_gap_ev=7.528 largest_force_ev_per_a=1.942 de_lowest_ev=1.735 energy_ha=-791.05263 homo_ev=-8.4
I -0.940 -0.540 2.089
S -0.149 1.811 0.022
N 0.272 0.191 0.430
C 0.247 -0.736 -0.793
H 0.644 -1.736 -0.414
H 0.750 -0.070 -1.556
H -0.786 -0.891 -1.157
H -0.038 1.971 1.379

[4]
22
Properties=species:S:1:pos:R:3 method="wB97M-V/def2-TZVPD" lumo_ev=3.15 orbital_gap_ev=9.836 total_charge=-1 largest_force_ev_per_a=5.033 de_lowest_ev=2.324 energy_ha=-739.02921 homo_ev=-6.7
O 1.450 -1.385 -1.978
O -2.856 -1.715 1.668
O 0.438 0.792 -0.125
O -2.468 -0.748 -2.827
O -1.439 -0.266 -0.048
O 3.012 1.512 -2.158
O -0.402 0.194 3.914
O 2.336 2.091 0.997
O -0.884 1.241 1.407
N -0.624 0.579 0.362
H -0.500 0.508 2.915
H 2.732 1.657 1.921
H -2.888 -2.733 1.851
H -1.871 -0.779 -1.991
H 2.554 1.571 -2.943
H 2.463 1.561 -1.304
H -1.821 -0.884 -3.516
H 0.541 -1.897 -1.828
H 1.587 1.536 0.688
H -0.404 -0.832 3.834
H -2.261 -1.624 0.789
H 1.304 -0.381 -1.627